Molecular formula: C62H57IrN6O4Si
Method: DFT, the ωB97M-V functional and the def2-TZVPD basis

Last column: Mulliken spin population.
Geometry (Å):
Ir: 0.23240 -0.19586 -0.29951  0.94
C: 1.43743 -7.89168 -6.15043  0.00
O: 2.07700 -7.74109 -4.89451  0.00
C: 1.68861 -6.71033 -4.11308  0.00
C: 2.31298 -6.60936 -2.87030  0.00
C: 1.98904 -5.59191 -2.00341  0.00
C: 1.00951 -4.63018 -2.30691  0.01
C: 0.44375 -4.72903 -3.58308  0.00
C: 0.75524 -5.74569 -4.47258  0.00
C: 0.67059 -3.44801 -1.45684  -0.04
C: 1.67031 -2.87569 -0.58209  0.05
C: 2.56525 -3.54469 0.23539  0.00
C: 3.38082 -2.62013 0.86484  -0.01
C: 2.96427 -1.35559 0.50246  0.00
N: 1.89726 -1.47675 -0.44614  0.01
C: 3.45592 -0.11860 1.01073  0.00
C: 2.70347 1.01919 1.09705  0.02
C: 3.11455 2.23023 1.76527  0.00
C: 2.00234 2.95981 1.97754  0.02
C: 0.88973 2.20915 1.44019  0.04
C: -0.45867 2.61183 1.57570  -0.01
C: -0.72925 3.75342 2.48397  0.00
C: -0.38592 3.66740 3.83661  0.00
C: -0.65785 4.69733 4.70841  0.00
C: -1.28335 5.85859 4.24747  0.00
O: -1.51428 6.81173 5.17915  0.00
C: -2.17160 7.99511 4.76313  0.00
C: -1.61498 5.97354 2.90002  0.00
C: -1.33475 4.91997 2.03842  0.00
C: -1.50864 1.99494 0.93428  0.03
N: -1.42130 0.95199 0.04144  -0.05
C: -2.64492 0.78028 -0.52199  0.01
C: -2.96511 -0.18698 -1.47740  0.00
C: -4.12527 -0.02986 -2.39264  0.01
C: -5.43312 0.29500 -2.01487  0.00
C: -6.42537 0.49191 -2.95110  0.00
C: -6.14743 0.36953 -4.31483  0.00
O: -7.18953 0.58248 -5.15208  0.00
C: -6.96326 0.39983 -6.53882  0.00
C: -4.85840 0.03994 -4.71911  0.00
C: -3.87539 -0.15243 -3.75882  0.00
C: -2.19178 -1.34864 -1.65560  0.02
C: -2.72615 -2.57221 -2.22670  0.00
C: -1.74942 -3.49280 -2.17836  0.00
C: -0.57047 -2.85851 -1.60450  -0.01
N: -0.92707 -1.56622 -1.23863  -0.02
C: -3.56455 1.74894 0.05194  0.01
C: -2.88535 2.44323 0.98147  0.00
N: 1.33173 1.08073 0.85106  -0.12
C: 4.85139 -0.07664 1.52777  0.00
C: 5.22751 -0.78281 2.66365  0.00
C: 6.52674 -0.73657 3.15057  0.00
C: 7.47806 0.03492 2.48931  0.00
O: 8.77212 0.14916 2.86870  0.00
C: 9.19233 -0.57776 4.00936  0.00
C: 7.10698 0.76699 1.36064  0.00
C: 5.81192 0.71194 0.89349  0.00
H: 1.84214 -8.79934 -6.58799  0.00
H: 1.65335 -7.04326 -6.80487  0.00
H: 0.35652 -7.99790 -6.02977  0.00
H: 3.05752 -7.34572 -2.60168  0.00
H: 2.51655 -5.57817 -1.07147  0.00
H: -0.22587 -3.96303 -3.94291  0.00
H: 0.28176 -5.75296 -5.44307  0.00
H: 2.55520 -4.59789 0.43817  0.00
H: 4.16352 -2.84115 1.56679  0.00
H: 4.12461 2.46439 2.05203  0.00
H: 1.92118 3.91344 2.46880  0.00
H: 0.09062 2.76977 4.21112  0.00
H: -0.40286 4.62698 5.75667  0.00
H: -2.30278 8.59842 5.65655  0.00
H: -3.15047 7.77105 4.33120  0.00
H: -1.56687 8.54682 4.03834  0.00
H: -2.07324 6.86999 2.50992  0.00
H: -1.56825 5.03115 0.98590  0.00
H: -5.71492 0.34260 -0.97176  0.00
H: -7.43603 0.72400 -2.64633  0.00
H: -7.91681 0.57769 -7.02714  0.00
H: -6.62935 -0.61919 -6.75037  0.00
H: -6.22502 1.11309 -6.91553  0.00
H: -4.60415 -0.06798 -5.76327  0.00
H: -2.86886 -0.37202 -4.09391  0.00
H: -3.74970 -2.70452 -2.53133  0.00
H: -1.82591 -4.54019 -2.40895  0.00
H: -4.61232 1.84803 -0.16189  0.00
H: -3.27247 3.19565 1.64618  0.00
H: 4.48840 -1.35277 3.21255  0.00
H: 6.77670 -1.28892 4.04398  0.00
H: 10.24969 -0.36241 4.13111  0.00
H: 9.05453 -1.65214 3.86411  0.00
H: 8.65202 -0.25632 4.90326  0.00
H: 7.85242 1.37661 0.86894  0.00
H: 5.53583 1.29199 0.02292  0.00
C: 1.75779 -1.21980 -3.57574  0.00
Si: 2.88516 -0.94354 -2.11130  0.04
C: 4.28698 -2.18793 -2.15977  0.00
C: 3.63717 0.77505 -1.98944  0.00
C: 4.95654 0.78481 -2.47376  0.00
C: 5.69307 1.96030 -2.55840  0.00
C: 5.13117 3.15111 -2.13947  0.00
C: 3.83107 3.16548 -1.65326  0.00
C: 3.08981 1.99833 -1.59116  0.01
H: 2.33076 -1.78042 -4.31799  0.00
H: 1.45375 -0.26642 -4.00076  0.00
H: 0.87227 -1.78512 -3.33900  0.00
H: 4.72310 -2.17923 -3.16078  0.00
H: 3.93542 -3.20462 -1.98693  0.00
H: 5.07403 -1.94924 -1.44599  0.00
H: 5.43298 -0.13216 -2.78554  0.00
H: 6.70806 1.93583 -2.93218  0.00
H: 5.70263 4.06856 -2.19427  0.00
H: 3.38995 4.09539 -1.31782  0.00
H: 2.08226 2.04296 -1.21692  0.01
N: 0.12437 1.09159 -2.29035  0.01
C: -0.67022 1.60936 -2.95888  0.04
N: -1.56817 2.19751 -3.69779  0.00
C: -2.49875 3.16278 -3.09718  0.00
C: -2.07908 4.58177 -3.45325  0.00
C: -1.93152 4.73691 -4.96528  0.00
C: -0.96021 3.70174 -5.52932  0.00
C: -1.40626 2.29600 -5.15025  0.00
H: -2.53336 2.98687 -2.02354  0.00
H: -3.48918 2.93316 -3.50499  0.00
H: -1.12511 4.80256 -2.96404  0.00
H: -2.81536 5.28471 -3.05930  0.00
H: -1.59468 5.74357 -5.21350  0.00
H: -2.91133 4.60757 -5.43658  0.00
H: 0.04028 3.87417 -5.12146  0.00
H: -0.88631 3.78191 -6.61480  0.00
H: -0.70741 1.52692 -5.47736  0.00
H: -2.38508 2.07210 -5.58783  0.00

Summary:
Gap between HOMO and LUMO (alpha / beta): 5.37 / 5.37 eV
Relative energy (zero: lowest compared OMol25 entry of this formula, charge and spin): 110.85 kJ/mol
Net charge: +1
Spin multiplicity: 2
HOMO energy (alpha / beta): -8.90 / -8.89 eV
Calculated total energy: -93061.870 eV


Molecular formula: C2H4N2O2PS3
Method: DFT, the ωB97M-V functional and the def2-TZVPD basis

Last column: Löwdin charge in e.
Geometry (Å):
C: 1.42774 -1.97888 1.87031  -0.62
C: 1.00620 0.53662 -1.20735  -0.63
N: -1.72995 1.32096 -1.49247  -0.38
N: 2.15144 0.22305 -1.58709  0.00
O: 1.23958 -3.07292 1.73477  0.18
O: 1.80134 -0.92884 2.03258  0.18
P: -1.60679 -0.15925 2.68679  -0.23
S: -1.56292 1.73925 2.05246  -0.17
S: -0.30098 1.02321 -2.26468  0.80
S: -1.49357 -1.51169 1.20182  -0.12
H: 0.73232 0.54885 -0.23388  0.00
H: -2.45540 0.52608 -1.59597  0.07
H: -1.53325 1.43204 -0.55569  -0.13
H: 2.32425 0.30151 -2.64161  0.05

Summary:
Gap between HOMO and LUMO: 7.45 eV
Relative energy (zero: lowest compared OMol25 entry of this formula, charge and spin): 0.00 kJ/mol
Net charge: -1
HOMO energy: -4.35 eV
Calculated total energy: -51011.026 eV


Molecular formula: C2H5NO
Method: DFT, the ωB97M-V functional and the def2-TZVPD basis

Last column: Mulliken spin population.
Geometry (Å):
C: -0.45294 0.11711 -0.23170  0.90
N: -1.50733 -0.68777 -0.39226  0.22
C: 0.62903 -0.05450 0.86698  -0.10
O: -0.11095 1.37743 -0.97620  0.10
H: -1.64731 -0.84517 -1.38742  0.01
H: 0.34982 0.33761 -1.16861  -0.15
H: 0.60780 0.79299 1.56845  0.00
H: 1.62220 -0.00396 0.39937  0.05
H: 0.50969 -1.03374 1.32139  -0.02

Summary:
Gap between HOMO and LUMO (alpha / beta): 5.01 / 7.71 eV
Relative energy (zero: lowest compared OMol25 entry of this formula, charge and spin): 211.03 kJ/mol
Net charge: -1
Spin multiplicity: 2
HOMO energy (alpha / beta): -0.13 / -3.02 eV
Calculated total energy: -5688.934 eV


Molecular formula: C22H19F5OReS4SbSeSi
Method: DFT, the ωB97M-V functional and the def2-TZVPD basis

Last column: Mulliken spin population.
Geometry (Å):
Re: -0.19113 -0.52547 -2.38843  0.89
S: -0.01011 0.74891 -7.02132  0.06
Sb: -0.51046 1.63887 -5.03220  0.05
S: -1.90272 0.04855 -3.73543  -0.06
S: 1.21536 0.82662 -3.44570  -0.02
S: -1.13098 3.73924 -4.57165  0.07
F: -6.82170 -2.25597 -1.24115  0.00
C: -5.52060 -2.39852 -1.50264  0.00
C: -4.59218 -1.58457 -0.87755  0.00
F: -5.00079 -0.65459 -0.01120  0.00
C: -3.25390 -1.74875 -1.16207  -0.03
F: -2.38159 -0.93001 -0.55029  -0.01
C: -2.78659 -2.69795 -2.06012  0.03
Se: -0.92278 -2.91930 -2.44134  0.01
C: -3.74280 -3.49527 -2.67009  0.00
F: -3.37465 -4.43693 -3.54252  0.00
C: -5.09333 -3.35628 -2.40055  0.00
F: -5.99314 -4.13927 -3.00403  0.00
C: 1.61844 -0.82574 3.33142  0.00
C: 1.09474 -1.24916 1.95672  0.00
C: -0.34501 -1.76356 2.08618  0.00
C: 1.97435 -2.37910 1.40728  0.00
Si: 1.08929 0.18499 0.71799  0.00
O: 0.52402 -0.47583 -0.67271  0.02
C: -0.03368 1.59663 1.23755  0.00
C: -1.04754 2.03696 0.38242  0.00
C: -1.87107 3.09850 0.73050  0.00
C: -1.69538 3.74327 1.94656  0.00
C: -0.68937 3.32813 2.80750  0.00
C: 0.13323 2.26761 2.45338  0.00
C: 2.81136 0.82970 0.33811  0.00
C: 3.67466 0.06529 -0.45266  -0.01
C: 4.94332 0.52258 -0.77606  0.00
C: 5.37512 1.75777 -0.31136  0.00
C: 4.53057 2.53453 0.46793  0.00
C: 3.25929 2.07364 0.78476  0.00
H: 1.69733 -1.70279 3.98427  0.00
H: 0.94514 -0.11779 3.81888  0.00
H: 2.61202 -0.37215 3.26719  0.00
H: -0.37539 -2.61114 2.78058  0.00
H: -0.72849 -2.10428 1.12243  0.00
H: -1.01659 -0.99047 2.46910  0.00
H: 1.89930 -3.25439 2.06230  0.00
H: 3.02584 -2.08572 1.36416  0.00
H: 1.65508 -2.68362 0.40761  0.00
H: -1.19601 1.55438 -0.57648  0.01
H: -2.64309 3.42291 0.04457  0.00
H: -2.33614 4.57251 2.21990  0.00
H: -0.54189 3.83238 3.75510  0.00
H: 0.92252 1.97000 3.13534  0.00
H: 3.34081 -0.88850 -0.84599  0.00
H: 5.58984 -0.07774 -1.40400  0.00
H: 6.36239 2.11987 -0.57007  0.00
H: 4.85476 3.50735 0.81676  0.00
H: 2.60028 2.70367 1.37110  0.00

Summary:
Gap between HOMO and LUMO (alpha / beta): 6.84 / 6.21 eV
Relative energy (zero: lowest compared OMol25 entry of this formula, charge and spin): 87.69 kJ/mol
Net charge: -1
Spin multiplicity: 2
HOMO energy (alpha / beta): -5.24 / -5.15 eV
Calculated total energy: -163995.421 eV


Molecular formula: C3H7FINO
Method: DFT, the ωB97M-V functional and the def2-TZVPD basis

Last column: Löwdin charge in e.
Geometry (Å):
C: 0.35450 -2.16852 0.16713  -0.08
N: -0.37758 -1.24524 -0.68586  -0.07
C: -0.78034 -0.00179 -0.02200  -0.90
F: -0.63644 -0.02804 1.34434  -0.06
I: -3.02596 -0.10588 -0.03490  0.75
O: -0.24488 1.15327 -0.47031  -0.12
C: -0.77288 2.35594 0.05780  -0.09
H: -0.11627 -2.33412 1.05685  0.05
H: 0.29274 -3.05652 -0.26161  0.03
H: 1.46692 -1.76639 0.40022  0.14
H: -0.04691 -0.88538 -1.56712  0.12
H: -1.65756 2.55518 -0.41353  0.02
H: 0.08944 3.18426 0.00513  0.16
H: -0.95912 2.11053 1.06388  0.06

Summary:
Gap between HOMO and LUMO: 9.46 eV
Relative energy (zero: lowest compared OMol25 entry of this formula, charge and spin): 104.51 kJ/mol
Net charge: 0
SMILES: CN[C@](F)(I)OC
HOMO energy: -8.83 eV
Calculated total energy: -17578.374 eV


Molecular formula: C5H11NO
Method: DFT, the ωB97M-V functional and the def2-TZVPD basis

Last column: Löwdin charge in e.
Geometry (Å):
N: 3.16948 -0.09457 -0.88857  0.02
C: 2.12292 -0.15628 -0.02661  -0.25
C: 0.93390 0.53304 -0.14381  -0.11
C: -0.16221 0.24104 0.90865  -0.22
C: -1.30539 -0.78208 0.52159  -0.19
C: -2.08406 -0.15428 -0.61676  -0.28
O: -2.79742 1.00152 -0.11420  -0.10
H: 3.06021 0.74872 -1.46481  0.09
H: 4.16755 -0.16967 -0.63401  0.10
H: 2.20128 -0.86297 0.79406  0.11
H: 0.73882 1.04524 -1.11802  0.11
H: 0.28918 -0.29304 1.79503  0.11
H: -0.46854 1.18680 1.23441  0.07
H: -2.05521 -1.02048 1.34634  0.13
H: -0.76066 -1.63682 0.06561  0.12
H: -1.39707 0.10952 -1.37391  0.08
H: -2.85958 -0.82682 -1.13949  0.13
H: -2.79321 1.13113 0.85450  0.09

Summary:
Gap between HOMO and LUMO: 9.09 eV
Relative energy (zero: lowest compared OMol25 entry of this formula, charge and spin): 229.20 kJ/mol
Net charge: 0
SMILES: N/C=C/CCCO
HOMO energy: -8.02 eV
Calculated total energy: -8899.322 eV


- What is the formula in the fifth record?
  C3H7FINO


- Which value of net charge does entry 1 give?
  +1